Entry 1:
Computed, not measured: a molecular structure, C52H40CuN3O5PSSeSi at a distorted geometry, with ωB97M-V with the def2-TZVPD basis set.

Computed properties:
- gap between HOMO and LUMO (spin up / spin down) (eV) = 5.98 / 6.14
- lowest unoccupied orbital energy (spin up / spin down) (eV) = 4.0 / 4.0
- multiplicity = 2
- DFT total energy (a.u.) = -7617.1824
- charge = -2
- ⟨S²⟩ = 0.758
- energy above the lowest of the compared OMol25 structures with the same formula, charge and spin (kJ/mol) = 0.0

Atoms and positions in Å:
Cu  0.76400  0.75267  -0.10629
O  2.55632  4.28544  -0.87511
S  1.45392  3.38267  -0.66114
O  1.35177  2.28726  -1.63038
O  1.32350  2.82313  0.68351
C  -0.04093  4.35270  -0.86418
C  0.09651  5.71517  -1.10194
C  -1.02400  6.52593  -1.18868
C  -2.28535  5.96790  -1.02706
C  -2.40939  4.60681  -0.79807
C  -1.29521  3.77131  -0.71896
P  -1.54170  1.93872  -0.48247
C  -2.54236  2.01340  1.04385
C  -3.62653  1.18452  1.32777
C  -4.23185  1.22361  2.57711
C  -3.75125  2.06939  3.56544
C  -2.65186  2.87476  3.30280
C  -2.05126  2.84673  2.05415
C  -2.64974  1.72055  -1.91811
C  -4.03597  1.81580  -1.92632
C  -4.74569  1.63966  -3.10711
C  -4.07817  1.37002  -4.29303
C  -2.69300  1.27503  -4.29291
C  -1.98446  1.44232  -3.11286
H  1.09531  6.11850  -1.20618
H  -0.91168  7.58720  -1.37516
H  -3.17274  6.58796  -1.08143
H  -3.39817  4.17993  -0.67712
H  -3.96799  0.47224  0.59095
H  -5.06300  0.56011  2.78116
H  -4.21525  2.08364  4.54468
H  -2.24816  3.51774  4.07560
H  -1.17588  3.45774  1.86617
H  -4.57575  2.02832  -1.01187
H  -5.82767  1.70844  -3.09507
H  -4.63354  1.22348  -5.21179
H  -2.15861  1.05416  -5.20890
H  -0.90288  1.35274  -3.11030
O  1.41842  -1.92463  1.89577
C  0.33969  -1.95348  1.34423
N  -0.53832  -3.04042  1.41728
C  -1.76302  -2.72963  0.70528
C  -1.43213  -1.30365  0.18873
O  -2.24807  -0.63799  -0.45397
N  -0.22710  -0.92902  0.61142
C  -2.96585  -2.60640  1.64743
C  -2.82297  -2.68135  3.02608
C  -3.93257  -2.57305  3.85732
C  -5.19526  -2.38051  3.32064
C  -5.34197  -2.28177  1.94171
C  -4.23813  -2.39312  1.11211
C  -2.11473  -3.73602  -0.38552
C  -2.23245  -5.07503  -0.02248
C  -2.59151  -6.03390  -0.95339
C  -2.84955  -5.66199  -2.26604
C  -2.73875  -4.33121  -2.63285
C  -2.37141  -3.36998  -1.70036
H  -0.09894  -3.94437  1.29447
H  -1.83325  -2.83060  3.43814
H  -3.80162  -2.64165  4.93136
H  -6.05950  -2.29682  3.96964
H  -6.32400  -2.12315  1.51048
H  -4.34837  -2.32243  0.03706
H  -2.02784  -5.37588  0.99931
H  -2.64671  -7.07470  -0.65788
H  -3.11664  -6.41083  -3.00271
H  -2.91014  -4.03561  -3.66090
H  -2.26656  -2.33517  -1.99648
Se  1.09924  -3.09558  -2.34027
C  1.12946  -4.48690  -1.14979
N  1.13371  -5.34267  -0.35945
C  4.48628  3.19382  3.26540
C  4.89649  3.37089  1.95390
C  4.55482  2.43623  0.98217
C  3.79826  1.31293  1.30104
C  3.38419  1.15342  2.63002
C  3.72453  2.07845  3.60230
Si  3.24121  -0.00975  0.06795
C  4.13396  -1.56990  0.68239
C  3.84740  -2.82889  0.15146
C  4.54820  -3.95914  0.54226
C  5.57280  -3.85634  1.47491
C  5.88478  -2.61394  2.00745
C  5.17097  -1.48604  1.61478
C  4.06190  0.30926  -1.61686
C  5.45442  0.41676  -1.68674
C  6.10739  0.59840  -2.89817
C  5.37364  0.65918  -4.07565
C  3.99250  0.53727  -4.02883
C  3.34702  0.36741  -2.81113
H  4.74531  3.92621  4.02215
H  5.47057  4.24799  1.67653
H  4.85717  2.60521  -0.04556
H  2.77826  0.29042  2.89552
H  3.38846  1.93652  4.62361
H  3.05297  -2.92912  -0.57437
H  4.26969  -4.91844  0.12144
H  6.12080  -4.73872  1.78859
H  6.68124  -2.51545  2.73757
H  5.43204  -0.53045  2.05467
H  6.04211  0.34554  -0.77568
H  7.18877  0.68001  -2.92261
H  5.87837  0.79156  -5.02629
H  3.41049  0.56858  -4.94283
H  2.26859  0.27196  -2.78851



Entry 2:
Computed, not measured: a molecular structure, C52H42CuN6PSTe at a distorted geometry, with ωB97M-V with the def2-TZVPD basis set.

Computed properties:
- gap between HOMO and LUMO (spin up / spin down) (eV) = 8.20 / 6.04
- lowest unoccupied orbital energy (spin up / spin down) (eV) = -1.9 / -4.0
- multiplicity = 2
- DFT total energy (a.u.) = -4983.0965
- charge = +1
- ⟨S²⟩ = 0.759

Atoms and positions in Å:
Cu  0.03253  1.30074  -0.05276
C  -1.35572  -3.71035  1.08470
N  -0.76181  -2.40008  1.30902
C  -0.90317  -1.28853  0.52593
N  -0.29810  -0.29491  1.15494
C  0.27469  -0.72511  2.32201
C  -0.11173  -2.04612  2.49288
C  0.21191  -3.09432  3.54511
C  -0.67734  -3.32813  4.59691
C  -0.48892  -4.41932  5.43088
C  0.54567  -5.30027  5.17412
C  1.46063  -5.05917  4.14532
C  1.29496  -3.96942  3.33306
C  1.15966  0.17940  3.09105
C  2.13642  -0.34380  3.92609
C  3.11156  0.45232  4.50633
C  3.14151  1.79261  4.22924
C  2.13434  2.37783  3.48501
C  1.14958  1.56745  2.93583
P  -1.63741  -1.23112  -1.14780
C  -2.65978  0.31588  -0.92977
N  -2.14548  1.45510  -0.49660
C  -3.20448  2.28902  -0.25254
C  -4.39357  1.59526  -0.64451
N  -3.95667  0.36862  -1.09922
C  -4.68900  -0.65291  -1.77800
C  -5.79076  1.94926  -0.84608
C  -6.74633  1.11792  -0.31325
C  -8.06825  1.48064  -0.40457
C  -8.45949  2.66013  -1.04384
C  -7.50121  3.48619  -1.56053
C  -6.15878  3.15230  -1.48735
C  -3.07873  3.54284  0.42983
C  -1.94185  4.27797  0.34662
C  -1.83113  5.53149  1.02740
C  -2.88003  5.93847  1.90572
C  -4.02251  5.19251  1.98373
C  -4.13986  4.01910  1.24829
C  -0.17652  -0.61464  -2.06034
N  0.67080  0.38547  -1.69314
C  1.65355  0.41099  -2.66112
C  1.41940  -0.58611  -3.58332
N  0.25413  -1.22367  -3.19129
C  -0.50580  -2.26194  -3.92563
C  2.20242  -0.97501  -4.77838
C  1.58718  -0.96378  -6.00547
C  2.27504  -1.50197  -7.09037
C  3.53722  -2.06340  -6.87635
C  4.13025  -2.06432  -5.66115
C  3.46727  -1.51847  -4.51019
C  2.85920  1.28180  -2.43375
C  3.46125  1.91189  -3.56242
C  4.54052  2.74992  -3.39296
C  5.18376  2.70475  -2.14729
C  4.63835  2.07283  -1.02367
C  3.45116  1.38001  -1.15258
H  -2.01077  -3.63245  0.21100
H  -1.89910  -4.00069  1.97618
H  -0.51846  -4.33588  0.81884
H  -1.58595  -2.69094  4.74481
H  -1.18295  -4.57437  6.23814
H  0.71413  -6.24656  5.72148
H  2.19424  -5.85760  3.93775
H  1.91332  -3.82271  2.41913
H  2.07097  -1.46415  4.02504
H  3.79963  -0.08068  5.22537
H  3.92114  2.32588  4.76873
H  2.12634  3.44301  3.33405
H  0.24847  1.98969  2.44656
H  -4.01557  -1.20951  -2.44979
H  -5.45699  -0.01808  -2.24215
H  -5.21564  -1.27125  -1.10757
H  -6.49195  0.14353  0.13331
H  -8.84493  0.85423  -0.00513
H  -9.49751  2.92983  -1.10920
H  -7.79798  4.35661  -2.22683
H  -5.33449  3.77658  -1.71361
H  -1.06640  4.00038  -0.26819
H  -0.91194  6.04452  0.91141
H  -2.84607  6.81404  2.51080
H  -4.79284  5.58186  2.58361
H  -5.03234  3.44618  1.41064
H  -0.99065  -2.87065  -3.26288
H  0.12661  -2.92644  -4.50402
H  -1.30504  -1.66526  -4.60335
H  0.59590  -0.62155  -6.12042
H  1.99587  -1.30311  -8.11579
H  4.09330  -2.53202  -7.75948
H  5.15306  -2.39513  -5.62920
H  3.92718  -1.43732  -3.50884
H  3.03274  1.95380  -4.56574
H  5.06604  3.23759  -4.20976
H  6.10936  3.21001  -2.07712
H  5.13370  2.11269  -0.06515
H  3.05053  0.75868  -0.40077
Te  2.95728  -2.34059  0.52234
C  4.51384  -2.12228  1.99515
C  4.63112  -2.62330  3.24488
C  5.82097  -2.31125  3.83762
C  6.67886  -1.58880  3.05484
S  5.89651  -1.15509  1.63523
H  3.81004  -3.17943  3.83876
H  6.14339  -2.71651  4.71360
H  7.67246  -1.28933  3.26192